No. 1
Density functional theory data (wB97M-V/def2-TZVPD) for C49H57N8O5RbSe as an isolated structure in a non-equilibrium geometry.

Properties
**Charge**: -2
**Gap between HOMO and LUMO**: 0.1885 Ha

```
121
Properties=species:S:1:pos:R:3:mulliken_charge:R:1
Rb 0.424 -0.094 0.310 1.282
C -0.422 0.313 7.144 -1.212
C 0.391 -0.590 6.214 -0.935
C 0.687 0.042 4.890 0.602
C 1.795 0.735 4.519 0.319
C 3.052 0.946 5.304 -1.121
C 4.166 -0.028 4.910 -1.150
C 1.547 1.204 3.151 0.140
N 0.331 0.798 2.746 -0.788
C -0.227 0.085 3.742 0.177
C -1.469 -0.560 3.655 -0.406
C -2.366 -0.598 2.576 0.026
C -3.664 -1.276 2.605 0.118
C -4.184 -2.124 3.724 -1.147
C -3.707 -3.574 3.628 -1.007
C -4.256 -1.011 1.410 1.078
C -3.310 -0.170 0.672 0.007
C -3.590 0.481 -0.546 -0.415
C -2.828 1.480 -1.166 0.472
N -1.571 1.830 -0.805 -0.870
C -1.267 2.961 -1.488 0.348
C -0.082 3.696 -1.370 -0.242
C 0.972 3.494 -0.466 0.591
N 0.968 2.572 0.506 -0.240
C 2.126 2.691 1.187 -0.353
C 2.412 2.016 2.386 -0.328
C 2.959 3.739 0.587 0.721
C 2.234 4.250 -0.442 -0.237
C 2.583 5.386 -1.351 -0.930
C 2.019 6.732 -0.892 -1.115
C 4.319 4.144 1.061 -1.104
C 4.284 5.107 2.251 -1.028
C -2.370 3.324 -2.380 0.204
C -3.342 2.396 -2.181 0.219
C -4.709 2.347 -2.791 -1.053
C -5.783 2.973 -1.898 -1.083
C -2.397 4.496 -3.311 -1.123
C -1.666 4.222 -4.628 -1.166
N -2.186 0.010 1.381 -0.138
C -5.627 -1.412 0.960 -1.202
C -6.682 -0.333 1.221 -1.030
H -0.687 -0.196 8.075 0.386
H -1.343 0.635 6.655 0.259
H 0.140 1.215 7.395 0.314
H -0.153 -1.526 6.058 0.403
H 1.327 -0.871 6.707 0.445
H 2.841 0.846 6.373 0.422
H 3.406 1.973 5.163 0.361
H 3.833 -1.060 5.037 0.303
H 5.068 0.122 5.510 0.384
H 4.428 0.094 3.858 0.254
H -1.780 -1.104 4.543 0.025
H -5.279 -2.092 3.734 0.463
H -3.866 -1.704 4.683 0.410
H -4.097 -4.056 2.729 0.179
H -4.019 -4.165 4.493 0.467
H -2.618 -3.617 3.559 0.194
H -4.568 0.287 -0.979 0.250
H 0.023 4.538 -2.049 0.227
H 3.380 2.224 2.833 0.364
H 2.214 5.172 -2.358 0.361
H 3.672 5.460 -1.439 0.454
H 0.935 6.676 -0.778 0.276
H 2.247 7.529 -1.605 0.368
H 2.430 7.015 0.080 0.226
H 4.871 4.610 0.239 0.396
H 4.887 3.249 1.334 0.368
H 3.767 6.031 1.983 0.223
H 5.291 5.365 2.590 0.351
H 3.741 4.668 3.090 0.239
H -4.975 1.309 -3.010 0.395
H -4.696 2.864 -3.755 0.464
H -5.819 2.476 -0.928 0.162
H -6.775 2.916 -2.354 0.366
H -5.553 4.024 -1.708 0.318
H -1.948 5.368 -2.827 0.410
H -3.434 4.771 -3.524 0.391
H -0.630 3.934 -4.444 0.275
H -1.667 5.098 -5.283 0.376
H -2.135 3.393 -5.162 0.301
H -5.925 -2.335 1.467 0.501
H -5.619 -1.649 -0.110 0.335
H -6.721 -0.100 2.287 0.295
H -7.678 -0.650 0.900 0.433
H -6.431 0.592 0.699 0.009
O 0.168 -6.275 1.710 -0.606
C -1.012 -6.132 1.155 0.398
O -1.847 -7.016 1.117 -0.729
C -1.279 -4.802 0.548 0.913
C -2.510 -4.414 0.067 -1.123
N -2.364 -3.161 -0.390 -0.201
N -1.121 -2.690 -0.226 0.384
C -0.443 -3.680 0.340 -0.703
C 0.997 -3.449 0.743 1.039
O 1.471 -4.272 1.580 -0.805
O 1.567 -2.485 0.217 -0.706
H 0.726 -5.403 1.595 0.400
H -3.447 -4.942 0.041 0.567
H -3.073 -2.506 -0.681 0.082
O -0.281 -0.429 -2.155 -0.642
H -0.605 0.386 -1.720 0.117
H -0.469 -1.117 -1.500 0.443
C 1.953 -2.889 -3.011 -0.785
N 3.106 -3.245 -2.205 0.349
C 4.117 -2.409 -1.875 -0.285
Se 4.509 -0.775 -2.636 -0.361
N 4.836 -3.050 -0.914 0.008
C 4.284 -4.289 -0.624 0.696
C 4.638 -5.298 0.252 -0.949
C 3.851 -6.443 0.246 -0.484
C 2.753 -6.570 -0.606 -0.548
C 2.400 -5.551 -1.482 -0.346
C 3.190 -4.417 -1.471 0.123
H 2.024 -1.834 -3.258 0.347
H 1.058 -3.051 -2.411 0.074
H 1.917 -3.487 -3.923 0.286
H 5.548 -2.563 -0.400 0.276
H 5.471 -5.193 0.934 0.376
H 4.077 -7.242 0.940 0.355
H 2.139 -7.458 -0.551 0.343
H 1.529 -5.630 -2.118 0.413
```

No. 2
Density functional theory data (wB97M-V/def2-TZVPD) for C49H59BBrKN9P2Sb as an isolated structure.

Properties
**Gap between HOMO and LUMO**: 0.2887 Ha

```
123
Properties=species:S:1:pos:R:3:mulliken_charge:R:1
K 0.838 0.065 1.426 2.402
C 0.794 4.366 3.601 -1.278
C 0.896 3.617 2.425 -0.669
N 0.647 2.332 2.638 0.427
N 0.395 2.223 3.962 0.163
C 0.474 3.426 4.555 -0.354
B 0.302 0.873 4.726 0.220
N -0.802 -0.099 4.195 0.334
C -2.018 -0.276 4.735 -0.265
C -2.626 -1.347 4.121 -1.489
C -1.671 -1.777 3.192 -0.318
N -0.579 -1.031 3.235 -0.741
N 1.683 0.173 4.704 0.141
C 2.333 -0.332 5.764 -0.293
C 3.548 -0.822 5.338 -1.013
C 3.543 -0.558 3.964 -0.650
N 2.423 0.037 3.581 -0.264
H 0.939 5.422 3.736 0.423
H 1.134 3.963 1.432 0.526
H 0.309 3.511 5.613 0.489
H 0.023 1.141 5.868 -0.219
H -2.349 0.368 5.531 0.570
H -3.596 -1.764 4.325 0.479
H -1.727 -2.603 2.503 0.649
H 1.880 -0.295 6.739 0.481
H 4.317 -1.287 5.928 0.409
H 4.307 -0.770 3.234 0.630
C -3.100 2.551 -2.134 -1.561
N -1.910 1.834 -1.677 1.106
P -1.014 0.979 -2.832 0.261
C -1.039 2.070 -4.295 0.583
C -1.988 2.010 -5.313 -0.493
C -1.952 2.915 -6.362 -0.639
C -0.972 3.896 -6.406 -0.562
C -0.017 3.962 -5.401 -0.733
C -0.049 3.048 -4.360 -0.280
C -2.046 -0.413 -3.356 0.981
C -3.244 -0.716 -2.725 -0.153
C -3.985 -1.825 -3.116 -0.641
C -3.522 -2.642 -4.133 -0.642
C -2.315 -2.353 -4.759 -0.816
C -1.583 -1.243 -4.376 -0.794
P -0.953 2.449 -0.367 0.251
C -0.654 4.183 -0.874 1.036
C -1.629 5.171 -1.019 -0.406
C -1.299 6.426 -1.505 -0.871
C 0.016 6.719 -1.842 -0.713
C 1.001 5.757 -1.685 -0.728
C 0.662 4.501 -1.203 -0.734
C -2.220 2.552 0.934 0.709
C -2.412 3.658 1.751 -0.653
C -3.334 3.611 2.786 -0.861
C -4.069 2.459 3.013 -0.923
C -3.862 1.341 2.216 -0.172
C -2.936 1.380 1.187 0.003
H -2.847 3.468 -2.675 0.286
H -3.718 2.801 -1.268 0.386
H -3.687 1.919 -2.802 0.561
H -2.764 1.254 -5.292 0.278
H -2.696 2.859 -7.147 0.424
H -0.949 4.604 -7.223 0.392
H 0.754 4.719 -5.428 0.435
H 0.704 3.101 -3.585 0.392
H -3.581 -0.103 -1.901 0.132
H -4.912 -2.056 -2.609 0.465
H -4.092 -3.509 -4.434 0.418
H -1.945 -2.993 -5.548 0.433
H -0.645 -1.024 -4.875 0.451
H -2.653 4.964 -0.738 0.434
H -2.067 7.179 -1.617 0.450
H 0.273 7.701 -2.216 0.408
H 2.030 5.981 -1.929 0.450
H 1.432 3.746 -1.085 0.431
H -1.828 4.557 1.599 0.417
H -3.469 4.478 3.419 0.421
H -4.786 2.424 3.822 0.391
H -4.398 0.425 2.420 0.288
H -2.745 0.492 0.592 -0.188
Br -5.616 -5.893 0.072 -0.162
C -4.505 -4.374 0.064 -0.165
C -3.148 -4.507 -0.170 -0.607
C -2.381 -3.350 -0.173 -0.727
N -2.867 -2.133 0.038 0.728
C -4.172 -2.037 0.263 -0.151
C -5.041 -3.118 0.289 -1.017
H -2.697 -5.471 -0.351 0.525
H -1.318 -3.415 -0.371 0.605
H -4.564 -1.041 0.431 0.326
H -6.095 -2.981 0.477 0.508
C 4.731 -4.158 2.629 -1.369
C 5.123 -3.468 1.327 0.222
C 6.311 -2.539 1.540 -1.353
Sb 3.422 -2.437 0.503 -0.004
C 2.274 -4.220 0.065 0.408
C 1.232 -4.402 1.165 -1.232
C 1.596 -4.191 -1.298 -1.333
C 4.230 -2.106 -1.482 0.435
C 4.845 -0.716 -1.603 -1.454
C 5.195 -3.185 -1.959 -1.628
H 5.582 -4.697 3.055 0.416
H 3.927 -4.883 2.490 0.317
H 4.393 -3.438 3.378 0.221
H 5.393 -4.229 0.588 0.430
H 6.093 -1.780 2.293 0.250
H 6.609 -2.017 0.630 0.235
H 7.181 -3.098 1.893 0.421
H 2.991 -5.048 0.094 0.500
H 0.539 -3.558 1.186 0.019
H 1.669 -4.468 2.162 0.347
H 0.642 -5.309 1.000 0.445
H 0.972 -3.302 -1.419 0.019
H 0.944 -5.063 -1.413 0.492
H 2.305 -4.207 -2.126 0.309
H 3.345 -2.148 -2.125 0.319
H 5.735 -0.614 -0.980 0.305
H 4.155 0.072 -1.292 0.290
H 5.150 -0.509 -2.632 0.395
H 6.143 -3.134 -1.422 0.304
H 5.423 -3.062 -3.022 0.445
H 4.798 -4.192 -1.823 0.325
N 1.144 -0.668 -1.327 0.195
C 0.031 -0.187 -1.329 -0.440
H 1.880 -0.546 -2.011 -0.015
```

No. 3
Density functional theory data (wB97M-V/def2-TZVPD) for a 2-piece molecular cluster, C49H59N3P overall in a non-equilibrium geometry.

Properties
**Charge**: +1
**Gap between HOMO and LUMO**: 0.1780 Ha

```
112
Properties=species:S:1:pos:R:3:mulliken_charge:R:1
C -4.294 2.380 1.337 -1.451
C -3.102 2.857 0.506 1.115
C -2.385 4.015 1.206 -1.430
C -3.614 3.267 -0.884 0.368
C -4.491 4.350 -0.953 -0.726
C -5.127 4.685 -2.146 -1.526
C -4.820 3.984 -3.309 -0.730
C -3.854 2.967 -3.282 0.898
C -3.391 2.325 -4.594 2.652
C -2.938 3.399 -5.584 -1.442
C -4.481 1.429 -5.170 -1.515
C -3.314 2.566 -2.056 -0.477
N -2.332 1.483 -2.026 0.868
P -0.685 1.848 -2.324 -0.016
H 1.347 0.337 2.015 0.154
N -0.438 0.194 -2.690 1.370
C 0.731 -0.211 -3.474 -0.225
C 1.944 -0.528 -2.843 -0.048
C 2.125 -0.499 -1.314 1.590
C 3.467 0.113 -0.889 -1.764
C 2.006 -1.911 -0.747 -0.851
C 3.009 -0.973 -3.628 -0.875
C 2.876 -1.114 -5.010 -1.502
C 1.685 -0.740 -5.630 -0.687
C 0.627 -0.225 -4.867 0.686
C -0.615 0.333 -5.569 2.642
C -1.413 -0.777 -6.244 -1.480
C -0.221 1.438 -6.549 -1.421
C -1.626 -0.539 -2.786 -0.767
C -2.700 0.196 -2.429 -0.582
H -4.896 1.655 0.777 0.375
H -3.988 1.905 2.270 0.245
H -4.932 3.237 1.584 0.334
H -2.392 2.035 0.375 0.157
H -1.614 4.446 0.557 0.369
H -3.099 4.804 1.471 0.335
H -1.902 3.669 2.125 0.286
H -4.701 4.917 -0.046 0.364
H -5.840 5.512 -2.172 0.391
H -5.307 4.248 -4.254 0.379
H -2.512 1.697 -4.381 -1.635
H -2.092 3.959 -5.167 0.354
H -2.626 2.953 -6.535 0.323
H -3.750 4.108 -5.784 0.384
H -4.744 0.627 -4.470 0.232
H -5.384 2.021 -5.372 0.412
H -4.160 0.961 -6.109 0.405
H 1.315 0.118 -0.909 0.048
H 3.636 1.083 -1.371 0.432
H 3.489 0.269 0.198 0.377
H 4.304 -0.551 -1.146 0.344
H 1.100 -2.421 -1.101 0.400
H 2.869 -2.518 -1.049 0.183
H 1.983 -1.908 0.348 -0.147
H 3.958 -1.228 -3.154 0.301
H 3.715 -1.478 -5.604 0.380
H 1.591 -0.819 -6.719 0.378
H -1.259 0.800 -4.809 -1.623
H -1.712 -1.546 -5.522 0.268
H -2.326 -0.383 -6.708 0.372
H -0.807 -1.251 -7.026 0.392
H 0.270 2.256 -6.009 0.363
H 0.477 1.051 -7.300 0.378
H -1.100 1.839 -7.062 0.323
H -1.576 -1.575 -3.077 0.694
H -3.735 -0.105 -2.365 0.648
C 4.615 -4.629 -0.388 -0.486
C 5.493 -3.964 0.475 -0.596
C 5.135 -3.721 1.801 -0.245
C 3.881 -4.122 2.266 0.040
C 3.482 -3.833 3.690 -0.818
N 2.206 -3.128 3.771 0.451
C 1.364 -3.389 4.961 -2.085
C 1.795 -2.650 6.198 1.072
C 0.951 -1.718 6.813 -0.270
C 1.365 -1.039 7.964 -0.746
C 2.628 -1.302 8.514 -0.405
C 3.472 -2.239 7.899 -0.780
C 3.045 -2.918 6.757 -0.130
C 1.971 -2.007 3.049 0.316
C 0.937 -1.151 3.339 -0.876
C 0.457 -0.062 2.442 -0.383
C -0.280 1.012 3.284 0.443
C -1.655 1.230 3.198 -0.418
C -2.291 2.026 4.165 -0.799
C -1.571 2.564 5.236 -0.609
C -0.189 2.356 5.312 -0.762
C 0.451 1.608 4.315 -0.098
C 3.013 -4.822 1.426 -0.299
C 3.376 -5.065 0.102 -0.524
H 4.895 -4.814 -1.427 0.445
H 6.468 -3.640 0.107 0.411
H 5.813 -3.207 2.485 0.369
H 3.365 -4.760 4.264 0.458
H 4.273 -3.231 4.168 0.389
H 0.326 -3.142 4.704 0.673
H 1.421 -4.471 5.149 0.545
H -0.044 -1.530 6.396 0.420
H 0.696 -0.318 8.442 0.402
H 2.959 -0.784 9.421 0.366
H 4.458 -2.453 8.311 0.380
H 3.682 -3.677 6.295 0.405
H 2.655 -1.815 2.195 0.827
H 0.426 -1.197 4.315 -0.173
H -0.187 -0.443 1.628 0.176
H -2.265 0.701 2.454 0.538
H -3.372 2.189 4.111 0.371
H -2.085 3.159 5.991 0.427
H 0.388 2.733 6.153 0.416
H 1.516 1.382 4.428 0.388
H 2.050 -5.161 1.813 0.342
H 2.681 -5.602 -0.544 0.385
```

No. 4
Density functional theory data (wB97M-V/def2-TZVPD) for C49H61BrMoN8O5S as an isolated structure.

Properties
**Charge**: +2
**Expectation value of S²**: 2.0285
**Gap between HOMO and LUMO (alpha / beta)**: 0.2140 / 0.2088 Ha
**Multiplicity**: 3

```
126
Properties=species:S:1:pos:R:3:mulliken_spin:R:1
Mo -0.365 -0.749 -0.099 1.919
C -3.690 -5.413 2.783 0.001
C -3.016 -5.532 1.416 0.000
C -2.827 -4.208 0.748 0.014
C -3.646 -3.585 -0.145 -0.002
C -4.961 -4.052 -0.680 0.000
C -6.148 -3.435 0.061 -0.001
C -3.052 -2.312 -0.438 0.044
N -1.854 -2.155 0.264 0.001
C -1.745 -3.307 1.014 0.006
C -0.755 -3.546 1.947 0.016
C 0.168 -2.620 2.354 0.064
C 1.028 -2.790 3.498 0.019
C 1.134 -4.044 4.304 0.001
C 0.124 -4.086 5.451 0.002
C 1.614 -1.585 3.730 -0.005
C 1.152 -0.694 2.699 0.025
C 1.539 0.610 2.578 -0.016
C 1.101 1.483 1.597 0.039
N 0.195 1.177 0.618 -0.037
C 0.080 2.346 -0.120 0.023
C -0.808 2.541 -1.143 0.035
C -1.811 1.653 -1.497 0.034
N -1.935 0.388 -0.968 -0.033
C -3.119 -0.094 -1.479 0.027
C -3.615 -1.368 -1.247 -0.025
C -3.746 0.875 -2.318 0.009
C -2.913 1.964 -2.349 0.001
C -3.129 3.278 -3.031 0.000
C -3.823 4.297 -2.127 0.000
C -5.088 0.713 -2.961 0.000
C -6.237 0.923 -1.972 0.002
C 0.927 3.375 0.414 0.000
C 1.551 2.842 1.495 -0.008
C 2.514 3.493 2.434 0.002
C 1.856 3.958 3.735 0.001
C 1.003 4.768 -0.113 -0.001
C -0.135 5.650 0.402 0.002
N 0.296 -1.345 1.821 -0.031
C 2.527 -1.193 4.846 0.000
C 1.826 -0.356 5.919 -0.001
H -3.788 -6.391 3.252 0.000
H -4.686 -4.981 2.692 0.000
H -3.115 -4.772 3.453 0.000
H -3.611 -6.175 0.764 0.000
H -2.050 -6.032 1.519 0.000
H -5.007 -5.140 -0.606 0.000
H -5.027 -3.825 -1.748 0.000
H -6.140 -3.716 1.114 0.000
H -7.089 -3.773 -0.371 0.000
H -6.125 -2.345 0.014 0.000
H -0.771 -4.497 2.459 0.003
H 2.148 -4.126 4.697 0.000
H 1.000 -4.913 3.656 0.000
H 0.295 -3.268 6.151 0.000
H 0.203 -5.022 6.002 0.000
H -0.899 -3.995 5.083 -0.001
H 2.234 0.995 3.309 -0.001
H -0.799 3.506 -1.632 0.001
H -4.553 -1.622 -1.722 0.002
H -3.724 3.119 -3.932 0.000
H -2.172 3.679 -3.376 0.000
H -4.813 3.948 -1.833 0.000
H -3.940 5.252 -2.637 0.000
H -3.251 4.468 -1.214 0.000
H -5.167 -0.279 -3.415 0.001
H -5.176 1.424 -3.784 0.000
H -6.162 0.239 -1.126 0.000
H -7.200 0.759 -2.455 0.000
H -6.227 1.937 -1.574 0.000
H 2.973 4.345 1.928 0.000
H 3.335 2.804 2.651 0.000
H 1.077 4.693 3.537 0.000
H 2.587 4.412 4.403 0.000
H 1.391 3.124 4.263 0.000
H 1.011 4.750 -1.207 0.000
H 1.962 5.201 0.178 0.000
H -1.111 5.242 0.134 0.000
H -0.065 6.654 -0.013 0.000
H -0.105 5.732 1.488 0.000
H 3.382 -0.645 4.440 0.000
H 2.938 -2.096 5.297 0.000
H 1.431 0.575 5.510 0.000
H 2.521 -0.103 6.718 0.000
H 0.990 -0.900 6.357 0.000
O -0.625 -3.732 -5.745 0.002
C -0.572 -3.020 -4.622 0.004
C -1.123 -1.749 -4.473 0.003
C -1.022 -1.126 -3.252 0.025
N -0.414 -1.667 -2.173 -0.083
C 0.136 -2.881 -2.359 0.011
Br 1.033 -3.665 -0.916 0.021
C 0.087 -3.591 -3.536 -0.004
H -1.106 -3.270 -6.444 0.000
H -1.625 -1.245 -5.287 0.000
H -1.427 -0.133 -3.136 -0.019
H 0.538 -4.568 -3.618 0.000
C 6.496 4.670 -0.597 0.000
C 5.448 4.407 -1.668 0.000
S 4.604 2.842 -1.441 0.000
O 3.182 3.102 -1.384 -0.001
O 5.228 2.106 -0.370 0.000
C 4.864 1.910 -2.951 0.000
C 4.686 0.390 -2.769 0.000
N 3.680 -0.047 -1.784 0.002
C 2.336 0.066 -1.905 0.020
N 1.716 -0.469 -0.848 -0.188
C 2.710 -0.894 0.006 0.054
C 3.906 -0.645 -0.560 -0.012
N 5.180 -0.977 0.039 0.000
O 5.127 -1.274 1.212 0.000
O 6.182 -0.937 -0.642 0.000
C 1.713 0.764 -3.053 0.051
H 6.984 5.619 -0.814 0.000
H 7.249 3.886 -0.576 0.000
H 6.043 4.732 0.390 0.000
H 5.886 4.398 -2.668 0.000
H 4.650 5.148 -1.663 0.000
H 5.887 2.083 -3.286 0.000
H 4.184 2.335 -3.688 0.000
H 5.619 -0.048 -2.442 0.000
H 4.429 -0.059 -3.729 0.000
H 2.535 -1.411 0.928 0.009
H 2.328 0.669 -3.947 0.002
H 1.605 1.823 -2.817 -0.001
H 0.739 0.350 -3.278 -0.029
```